Formula: H3O4PSi
Source: OMol25
Level of theory: ωB97M-V with the def2-TZVPD basis set

Atoms and positions in Å:
O: -1.703612 0.976521 1.706010
O: -8.319030 -2.523799 -1.958143
O: -7.302082 -4.419074 -0.597244
O: 2.184473 0.659619 -0.387656
Si: -1.551814 0.515638 0.265444
P: -7.524933 -3.831420 -1.954810
H: 2.800593 0.626468 0.491799
H: -1.782278 -0.754876 -0.228539
H: -1.720010 1.422092 -0.842219

Forces on the atoms, in the same order (eV/Å):
O -0.6 0.6 2.2
O 0.7 -1.2 -0.5
O 0.2 -0.5 0.0
O 2.1 -0.1 2.4
Si 1.9 0.9 -0.7
P -1.0 1.6 0.5
H -2.0 0.1 -2.5
H -0.8 -2.2 -0.6
H -0.4 0.8 -0.8

Its net charge is -2. The spin multiplicity is 3. The HOMO energy (alpha / beta) comes out at 1.7 / -2.0 eV. The LUMO energy (alpha / beta) comes out at 0.2028 / 0.1181 Ha. For the calculated total energy, the calculation gives -25402.5207 eV. The expectation value of S² is 2.006. As for the energy above the lowest of the compared OMol25 structures with the same formula, charge and spin: 0.0 kJ/mol.



Formula: H3O5PS
Source: OMol25
Level of theory: ωB97M-V with the def2-TZVPD basis set

Atoms and positions in Å:
O: 0.611228 -1.523165 -0.155819
O: 0.302941 1.070208 -0.269522
O: -1.052147 -0.331630 1.397414
O: 2.541716 -0.177703 0.135186
O: -2.516383 0.547665 -0.282230
P: -1.882308 -0.853840 0.280927
S: 0.951360 -0.231240 0.551112
H: 0.466925 1.043257 -1.142807
H: 2.700869 -0.875578 -0.612921
H: -2.124205 1.332022 0.098658

Forces on the atoms, in the same order (eV/Å):
O 0.0 2.0 0.2
O -0.2 -0.5 5.0
O -1.4 -0.8 1.0
O 0.1 -1.1 -2.0
O -0.6 -1.7 -0.9
P -0.7 1.9 0.3
S 1.8 -1.6 -0.7
H 1.1 -0.2 -5.2
H -0.5 1.7 1.8
H 0.4 0.4 0.4

The HOMO energy comes out at -10.4 eV. The LUMO energy comes out at -0.0159 Ha. For the calculated total energy, the calculation gives -30409.4996 eV. As for the energy above the lowest of the compared OMol25 structures with the same formula, charge and spin: 258.8 kJ/mol.



Formula: H3O5PS
Source: OMol25
Level of theory: ωB97M-V with the def2-TZVPD basis set

Atoms and positions in Å:
O: -2.116275 0.455364 0.426908
O: 2.261320 0.764244 -0.575262
O: 0.585557 0.642981 1.238451
O: -0.182187 0.283196 -1.096455
O: 1.214148 -1.547705 -0.062528
P: 1.101456 0.056870 -0.125231
S: -1.519838 -0.589006 -0.673647
H: -0.384068 0.626786 1.451061
H: -2.606330 1.223939 0.204311
H: 1.646215 -1.916672 -0.787606

Forces on the atoms, in the same order (eV/Å):
O 0.7 -1.5 1.8
O 1.4 0.4 -0.8
O -0.8 -0.7 0.8
O 0.0 -0.6 -0.4
O -1.4 1.8 2.6
P -0.9 -0.2 0.2
S -0.6 0.9 -0.4
H 1.0 -0.2 -0.5
H -0.8 1.0 -1.3
H 1.4 -0.9 -2.0

The HOMO energy comes out at -9.7 eV. The LUMO energy comes out at 0.0026 Ha. For the calculated total energy, the calculation gives -30412.1815 eV. As for the energy above the lowest of the compared OMol25 structures with the same formula, charge and spin: 0.0 kJ/mol.



Formula: H3OP
Source: OMol25
Level of theory: ωB97M-V with the def2-TZVPD basis set

Atoms and positions in Å:
O: -0.805429 -0.280973 -0.400371
P: 0.630603 0.236615 -0.116489
H: -2.112065 1.218629 0.931766
H: 1.128318 -0.836042 0.788086
H: 1.158571 -0.338228 -1.202994

Forces on the atoms, in the same order (eV/Å):
O -0.3 0.8 0.5
P -1.0 -1.8 1.6
H -0.1 0.0 0.0
H -0.1 1.2 -0.2
H 1.5 -0.2 -1.8

The HOMO energy (alpha / beta) comes out at -10.1 / -10.1 eV. The LUMO energy (alpha / beta) comes out at 0.0082 / -0.0791 Ha. For the calculated total energy, the calculation gives -11379.9922 eV. As for the energy above the lowest of the compared OMol25 structures with the same formula, charge and spin: 413.4 kJ/mol.



Formula: H3OPS
Source: OMol25
Level of theory: ωB97M-V with the def2-TZVPD basis set

Atoms and positions in Å:
O: -1.452771 0.710414 0.818340
P: -0.643952 0.597271 -0.548350
S: 1.300402 0.844626 0.278480
H: -2.054967 1.390218 1.126828
H: -0.487935 -1.471876 -0.582315
H: 1.217977 -0.132804 1.037957

Forces on the atoms, in the same order (eV/Å):
O -0.7 -0.7 1.3
P 0.9 -2.9 -0.4
S 0.4 2.7 -2.4
H 0.0 0.2 -0.6
H -0.4 3.3 0.0
H -0.2 -2.6 2.1

The HOMO energy comes out at -9.2 eV. The LUMO energy comes out at -0.0035 Ha. For the calculated total energy, the calculation gives -22218.3448 eV. As for the energy above the lowest of the compared OMol25 structures with the same formula, charge and spin: 192.3 kJ/mol.



Formula: H3OS
Source: OMol25
Level of theory: ωB97M-V with the def2-TZVPD basis set

Atoms and positions in Å:
S: 1.084485 -0.175536 -0.094035
H: -0.037539 1.809635 0.933016
H: -1.056736 0.697971 -0.105900
H: -2.155751 -0.548891 -0.481256
O: -1.798550 0.141215 0.156062

Forces on the atoms, in the same order (eV/Å):
S -0.3 1.9 0.9
H 1.3 -1.8 -1.0
H 0.4 -0.6 -0.7
H 1.6 1.8 0.8
O -3.0 -1.4 0.0

Its net charge is -1. The HOMO energy comes out at -3.1 eV. The LUMO energy comes out at 0.1241 Ha. For the calculated total energy, the calculation gives -12928.3375 eV. As for the energy above the lowest of the compared OMol25 structures with the same formula, charge and spin: 422.3 kJ/mol.